(1)
This record from the OMol25 dataset describes a 3-piece molecular cluster, C4H7ClO3 overall. The level of theory is ωB97M-V/def2-TZVPD.

XYZ file:
```
15
Properties=species:S:1:pos:R:3:forces:R:3:lowdin_charge:R:1
C -3.3881 -0.9058 0.7922 -0.4965 -1.6430 0.3149 -0.141
C 2.5339 0.2624 0.3010 -0.1012 -0.0899 -0.0649 -0.092
C 1.4292 -0.3876 -0.5188 0.1428 0.0939 0.1180 -0.143
C 0.0361 0.0521 -0.1640 -0.2811 -0.1969 -0.7169 -0.512
O -4.0789 -1.6952 0.3552 0.6110 0.7526 0.4129 0.019
O -0.8936 -0.0733 -0.9389 0.2137 -0.0858 -0.0470 0.015
O -0.1061 0.5710 1.0404 0.1283 0.1836 0.6429 0.136
Cl -3.5677 1.1635 -0.7299 -0.2974 1.0124 -0.6251 0.344
H 2.4506 -0.0118 1.3475 0.0385 0.0235 0.1242 0.076
H 2.4833 1.3443 0.2234 0.0523 0.1270 0.0276 0.080
H 3.5004 -0.0659 -0.0694 0.1148 -0.0060 0.0062 0.075
H 1.4544 -1.4740 -0.3897 -0.0751 0.0248 -0.0544 0.132
H 1.5615 -0.1930 -1.5857 -0.1235 -0.0659 0.1002 0.127
H -2.3760 0.6364 -0.8878 0.0510 -0.0098 -0.0205 -0.240
H -1.0391 0.7770 1.2246 0.0225 -0.1203 -0.2180 0.123
```
Forces are in eV/Å.

The largest force on an atom comes out at 1.7 eV Å⁻¹. For the highest occupied orbital energy, the calculation gives -0.387 Ha. The value obtained for the energy above the lowest of the compared OMol25 structures with the same formula, charge and spin is 0.0 kJ/mol. The charge is 0. The value obtained for the total energy is -842.539120 Eh. The value obtained for the HOMO-LUMO gap is 11.17 eV.

---

(2)
This record from the OMol25 dataset describes one molecule with the formula C4H7ClS. The level of theory is ωB97M-V/def2-TZVPD.

XYZ file:
```
13
Properties=species:S:1:pos:R:3:forces:R:3:lowdin_charge:R:1
C -0.2746 -0.1891 -0.0777 0.3087 1.0729 -0.0543 -0.870
C 0.8320 -1.2070 -0.1561 -0.2049 -0.3995 -0.8778 -0.586
C -0.1585 1.1188 0.6928 -1.2798 -0.3924 0.3572 -0.155
C -0.1342 1.1354 -0.7884 -0.2640 -0.1064 -1.1635 -0.170
H -1.7644 -1.2730 1.1943 -0.4974 -0.1410 -0.3160 -0.104
H 0.7667 -1.9319 0.6395 -0.1681 -0.2445 0.1984 0.058
H 0.7326 -1.7296 -1.1368 0.3404 0.2999 0.7700 0.090
H -1.0863 1.4039 1.1941 0.2600 0.0306 -0.2706 0.097
H 0.6975 1.3312 1.2917 0.7324 0.0318 -0.0617 0.083
H -0.9696 1.4632 -1.4157 0.0076 0.0417 0.6962 0.103
H 0.7882 1.3320 -1.3154 0.3149 -0.1229 0.2878 0.087
S -1.9118 -0.9209 -0.1054 0.4974 -0.1719 0.5730 0.793
Cl 2.4825 -0.5331 -0.0169 -0.0475 0.1017 -0.1386 0.575
```
Forces are in eV/Å.

The largest force on an atom comes out at 1.4 eV Å⁻¹. For the highest occupied orbital energy, the calculation gives -0.347 Ha. The value obtained for the energy above the lowest of the compared OMol25 structures with the same formula, charge and spin is 32.5 kJ/mol. The SMILES is SC1(CCl)CC1. The charge is 0. The value obtained for the total energy is -1014.956474 Eh. The value obtained for the HOMO-LUMO gap is 10.24 eV.

---

(3)
This record from the OMol25 dataset describes a 2-piece molecular cluster, C4H7ClS overall. The level of theory is ωB97M-V/def2-TZVPD.

XYZ file:
```
13
Properties=species:S:1:pos:R:3:forces:R:3:lowdin_charge:R:1
C 1.7726 -0.6681 -0.3183 -0.6173 -3.9658 -0.2800 -0.570
C 1.8737 0.4969 -0.1987 0.0144 -0.1629 0.2047 -0.215
C 2.0592 1.8927 -0.0948 0.8237 -0.7506 1.4933 -0.085
C -2.0695 -0.7201 0.5321 2.1077 -0.7002 0.9547 -0.538
S -2.1810 -1.2709 -1.1701 -0.7111 -0.0412 0.0156 0.592
Cl 1.5241 -2.3431 -0.4348 0.2556 1.4153 0.0694 0.630
H -3.4550 -1.6297 -0.9263 0.0703 -0.1549 -0.6854 -0.153
H 3.0059 2.0203 -0.5831 0.1600 1.2975 -0.5767 0.088
H 2.1662 2.0939 0.9707 0.0408 0.5192 -0.0204 0.092
H 1.1520 2.2759 -0.4537 -0.7001 1.6394 -0.8853 0.072
H -2.2120 -1.6051 1.1657 -1.3201 0.4406 0.0594 0.022
H -2.6772 0.2007 0.7289 0.9563 -1.0096 0.2112 0.047
H -0.9591 -0.7433 0.7823 -1.0801 1.4732 -0.5606 0.017
```
Forces are in eV/Å.

The largest force on an atom comes out at 4.0 eV Å⁻¹. For the highest occupied orbital energy, the calculation gives -0.329 Ha. The value obtained for the energy above the lowest of the compared OMol25 structures with the same formula, charge and spin is 254.6 kJ/mol. The SMILES is CC#CCl.CS. The charge is 0. The value obtained for the total energy is -1014.871886 Eh. The value obtained for the HOMO-LUMO gap is 9.69 eV.

---

(4)
This record from the OMol25 dataset describes one molecule with the formula C4H7ClS. The level of theory is ωB97M-V/def2-TZVPD.

XYZ file:
```
13
Properties=species:S:1:pos:R:3:forces:R:3:lowdin_charge:R:1
C 0.7720 1.8629 -0.5829 1.3222 0.0559 -0.4198 -0.439
C -0.5307 -0.4800 0.1532 -0.5586 1.6902 0.5390 -0.678
C -0.1838 -1.6860 -0.6002 -0.3837 -0.3588 -0.2527 -0.123
C -0.7207 -0.4813 1.4704 0.6761 -0.9415 0.0497 -0.626
H 0.5786 2.9335 -0.6600 0.2662 -0.0530 0.2194 0.031
H 1.3837 1.5972 0.2894 -0.8310 0.2675 0.2830 0.049
H 1.4266 1.5601 -1.3994 -0.0756 0.2252 -0.3133 0.024
H -0.4277 -2.5632 -0.0073 0.1181 -0.2605 -0.0878 0.080
H -0.7854 -1.6641 -1.5047 0.1425 -0.3875 -0.2415 0.073
H 0.8678 -1.6853 -0.8541 0.2678 -0.1005 -0.2419 0.083
H -0.5535 -1.3893 2.0891 -0.2738 0.7182 -0.5493 0.087
S -0.8030 1.0691 -0.7703 -0.4486 -1.2016 0.4832 0.815
Cl -1.0240 0.9267 2.3770 -0.2218 0.3464 0.5321 0.623
```
Forces are in eV/Å.

The largest force on an atom comes out at 1.9 eV Å⁻¹. For the highest occupied orbital energy, the calculation gives -0.318 Ha. The value obtained for the energy above the lowest of the compared OMol25 structures with the same formula, charge and spin is 34.3 kJ/mol. The SMILES is CS/C(C)=C\Cl. The charge is 0. The value obtained for the total energy is -1014.955795 Eh. The value obtained for the HOMO-LUMO gap is 9.48 eV.

---

(5)
This record from the OMol25 dataset describes C4H7CrO4 as an isolated structure. The level of theory is ωB97M-V/def2-TZVPD.

XYZ file:
```
16
Properties=species:S:1:pos:R:3:forces:R:3:lowdin_charge:R:1
O -1.3298 1.1264 -1.3206 -1.1045 -4.0418 -1.5916 0.224
C -1.0853 -0.0092 -1.7485 0.3238 6.8996 2.8201 -0.654
O -0.8777 -0.3642 -2.9531 1.7079 -2.4112 -1.3689 0.077
Cr 0.6639 -1.4655 -2.4654 -2.7573 1.5176 0.6954 1.612
O -0.3636 -0.8386 -0.9113 1.1077 -2.3713 -1.0982 -0.117
C 0.8148 1.4208 0.1627 2.3340 -0.7364 2.4714 0.042
H 0.5204 2.3293 -0.3799 -2.1639 -0.7163 0.2105 0.105
H 1.4144 2.0169 0.8660 0.8386 -0.6038 -0.1013 0.089
H 1.4081 0.8766 -0.5824 0.4099 -0.0850 0.2238 0.052
C -0.6321 -0.6992 0.8294 -1.8303 -1.1237 3.1950 -0.191
C 0.4563 0.1062 1.3831 0.2537 2.2124 -3.2436 0.008
O -0.8251 -1.9637 1.3176 0.2945 1.6540 -2.1711 0.141
H -1.5983 -0.1857 0.8886 0.2238 -0.1705 -0.8141 0.185
H 1.3783 -0.4800 1.5027 -0.0900 0.6615 0.1293 0.137
H 0.1078 0.6412 2.2733 0.0925 -0.3557 -0.0920 0.153
H -0.0521 -2.5113 1.1379 0.3596 -0.3294 0.7354 0.138
```
Forces are in eV/Å.

The largest force on an atom comes out at 7.5 eV Å⁻¹. For the highest occupied orbital energy (alpha / beta), the calculation gives -0.691 / -0.657 Ha. The spin multiplicity is 4. The charge is +2. The value obtained for the total energy is -1501.052486 Eh. The value obtained for the HOMO-LUMO gap (alpha / beta) is 4.26 / 4.23 eV. Its expectation value of S² is 3.912.

---

(6)
This record from the OMol25 dataset describes a 2-piece molecular cluster, C4H7F3NO3S overall. The level of theory is ωB97M-V/def2-TZVPD.

XYZ file:
```
19
Properties=species:S:1:pos:R:3:forces:R:3:lowdin_charge:R:1
C -2.6988 -1.2590 0.3368 -0.2990 0.0503 1.4549 -0.054
C -2.6396 0.2158 -0.0412 1.5413 -2.2184 -2.0401 -0.140
C -1.1633 0.7092 -0.2066 -1.1560 -1.7229 -1.8979 -0.110
C 3.8999 0.8136 0.0145 0.2684 0.8083 -0.3647 -0.700
N -0.2702 0.1667 0.7242 0.4081 -3.8724 5.4474 0.087
O -0.4674 -0.6052 1.6583 1.1647 4.3310 -4.6069 0.210
O 2.6693 -1.7099 -0.5139 0.1720 -0.0299 0.1833 -0.278
O 1.6328 0.3952 -1.4562 0.3494 -0.4891 0.5036 -0.353
F 4.3913 0.4523 1.1545 -0.0564 -0.4223 0.7631 0.205
F 3.6054 2.0971 0.0067 -1.0053 -0.2741 0.3855 0.186
F 4.7457 0.6251 -0.9458 0.4119 -0.9115 -0.8288 0.213
S 2.2818 -0.3401 -0.3751 -0.1030 1.4277 -0.8685 0.908
H -1.9271 -1.3629 1.1219 -0.6303 -1.0069 -0.3623 0.056
H -3.6062 -1.5913 0.8582 -0.0049 0.5083 -0.2330 0.107
H -2.5641 -1.9575 -0.4892 0.3870 0.2931 -0.0146 0.102
H -3.0804 0.9388 0.5454 -1.4693 1.0334 1.5704 0.098
H -3.0849 0.1638 -1.0311 0.0705 1.0002 -0.3363 0.134
H -0.6548 0.4867 -1.2056 -0.3784 0.0325 0.9844 0.174
H -1.0694 1.7614 -0.1560 0.3294 1.4629 0.2606 0.155
```
Forces are in eV/Å.

The largest force on an atom comes out at 6.7 eV Å⁻¹. For the highest occupied orbital energy (alpha / beta), the calculation gives -0.507 / -0.580 Ha. The value obtained for the energy above the lowest of the compared OMol25 structures with the same formula, charge and spin is 39.4 kJ/mol. The charge is +1. The value obtained for the total energy is -1134.362929 Eh. The value obtained for the HOMO-LUMO gap (alpha / beta) is 5.59 / 8.22 eV.

---

(7)
This record from the OMol25 dataset describes one molecule with the formula C4H7FN2O. The level of theory is ωB97M-V/def2-TZVPD.

XYZ file:
```
15
Properties=species:S:1:pos:R:3:forces:R:3:lowdin_charge:R:1
C 2.1119 -0.9824 0.1495 -1.6801 1.3028 -4.3887 -0.062
C 0.8911 -0.0693 -0.4826 0.0671 -0.8326 -1.3170 -0.196
C 0.7224 1.3368 0.1055 -1.4477 0.0359 -3.0315 -0.101
C -2.6130 -0.4152 0.4017 -3.4192 -3.3635 -2.4128 -0.306
H 1.7882 -0.9684 1.1504 0.8517 -0.0521 1.6708 0.083
H 2.0044 -2.0061 -0.3370 0.8782 1.3125 0.7749 0.127
H 0.2424 -0.3194 -1.4477 2.6810 0.5954 1.2983 0.177
H 0.2274 1.9813 -0.6114 0.3259 0.3653 -0.2162 0.097
H 1.2760 1.9128 0.7948 0.8927 -0.2362 1.0149 0.100
H -1.9713 1.0085 -0.8400 1.5200 -1.1319 1.1552 0.175
H -2.7422 -1.2169 1.3452 1.5491 2.7946 -1.9258 0.181
N -0.1370 0.2715 0.4435 -3.7799 -0.4671 2.4063 -0.103
N -1.5804 0.3623 -0.0777 1.2981 0.0117 0.9643 0.026
O -3.5999 -0.5703 -0.4113 2.7645 1.2036 2.9537 -0.101
F 3.3801 -0.3251 -0.1829 -2.5015 -1.5384 1.0536 -0.097
```
Forces are in eV/Å.

The largest force on an atom comes out at 5.4 eV Å⁻¹. For the highest occupied orbital energy, the calculation gives -0.357 Ha. The value obtained for the energy above the lowest of the compared OMol25 structures with the same formula, charge and spin is 507.8 kJ/mol. The SMILES is O=CNN1C[C@H]1CF. The charge is 0. The value obtained for the total energy is -441.057793 Eh. The value obtained for the HOMO-LUMO gap is 10.65 eV.

---

(8)
This record from the OMol25 dataset describes one molecule with the formula C4H7FN2O. The level of theory is ωB97M-V/def2-TZVPD.

XYZ file:
```
15
Properties=species:S:1:pos:R:3:forces:R:3:lowdin_charge:R:1
C 1.4178 0.8468 0.9136 0.7924 -0.2321 -0.2160 -0.019
C 1.4076 -0.3601 -0.0075 -2.6271 -0.4879 0.5943 -0.364
C 0.4242 -1.2786 -0.2045 -0.2736 1.6347 0.6096 -0.061
C -1.8217 -0.1434 -0.1441 1.2379 -0.5738 -0.2179 -0.590
H 2.3016 0.7600 1.6043 -0.8288 0.1572 -0.6120 0.098
H 0.4918 0.9107 1.4865 0.1854 -0.1159 -0.0688 0.075
H 1.5328 1.7842 0.3160 -0.0286 -0.7267 0.4114 0.094
H 0.4845 -2.0560 -0.9599 0.4180 0.0266 0.1111 0.119
H -1.2937 -1.7823 0.9436 -0.1600 -0.1421 -0.0991 0.129
H -1.9070 1.4341 -1.4797 -0.1756 -0.1338 0.1076 0.104
H -0.3312 0.7946 -1.2300 -0.0068 -0.0296 -0.0932 0.070
N -0.8764 -1.0676 0.3763 0.5302 0.9561 -0.5747 0.053
N -1.2856 0.8676 -0.9320 -0.2296 -0.6005 0.6076 0.168
O -2.9898 -0.2716 0.1211 -0.5039 0.3456 0.0829 0.051
F 2.4450 -0.4384 -0.8037 1.6700 -0.0779 -0.6430 0.074
```
Forces are in eV/Å.

The largest force on an atom comes out at 2.7 eV Å⁻¹. For the highest occupied orbital energy, the calculation gives -0.342 Ha. The value obtained for the energy above the lowest of the compared OMol25 structures with the same formula, charge and spin is 24.0 kJ/mol. The SMILES is C/C(F)=C\NC(N)=O. The charge is 0. The value obtained for the total energy is -441.242067 Eh. The value obtained for the HOMO-LUMO gap is 10.11 eV.

---

(9)
This record from the OMol25 dataset describes one molecule with the formula C4H7FO. The level of theory is ωB97M-V/def2-TZVPD.

XYZ file:
```
13
Properties=species:S:1:pos:R:3:forces:R:3:lowdin_charge:R:1
C -1.3176 -0.2468 -1.1948 -1.2699 0.9327 1.0236 -0.082
C -0.6570 0.9303 -0.4162 -0.3923 -1.4825 -1.2773 -0.192
C 0.1188 0.4020 0.7611 1.1723 -0.3941 -1.6146 -0.299
C 1.2507 -0.5350 0.1716 -2.8283 0.6469 4.2020 -0.224
H -0.6061 -0.8528 -1.6822 1.0725 -0.8864 -0.1933 0.047
H -1.8947 0.1417 -2.0308 -0.4264 0.1446 0.1737 0.071
H -1.9626 -0.8542 -0.5218 0.3825 0.3530 -0.6371 0.087
H -0.0647 1.4374 -1.1730 0.5058 0.2617 0.5024 0.114
H -1.3875 1.6090 -0.0591 -0.8853 0.7010 0.3128 0.098
H 0.6243 1.2598 1.2482 -0.4223 -0.6759 0.6093 0.156
H 1.4917 -1.4119 0.7967 0.1931 -0.3411 -0.2216 0.132
O 1.7593 -0.1893 -0.8066 2.4799 0.3620 -3.4511 0.104
F -0.7382 -0.3464 1.5495 0.4183 0.3781 0.5711 -0.011
```
Forces are in eV/Å.

The largest force on an atom comes out at 5.1 eV Å⁻¹. For the highest occupied orbital energy, the calculation gives -0.366 Ha. The value obtained for the energy above the lowest of the compared OMol25 structures with the same formula, charge and spin is 68.1 kJ/mol. The SMILES is CC[C@@H](F)C=O. The charge is 0. The value obtained for the total energy is -331.683422 Eh. The value obtained for the HOMO-LUMO gap is 10.95 eV.

---

Which of these has the highest charge? C4H7CrO4

---

Look up the largest force on an atom of the sixth one. 6.7 eV Å⁻¹